1.
Density functional theory data (ωB97M-V with the def2-TZVPD basis set) for C25H20N2O7 in the gas phase.

Properties
- Highest occupied orbital energy: -0.2945 Eh
- Energy above the lowest of the compared OMol25 structures with the same formula, charge and spin: 0.0 kJ/mol
- Spin multiplicity: 1
- Total charge: 0
- Maximum force: 1.31 eV/Å
- SMILES: COc1ccc(C(=O)N/C(=C\c2ccc3c(c2)OCO3)C(=O)Nc2ccc(C(=O)O)cc2)cc1
- E: -1600.9045 Ha

Geometry as XYZ:
```
54
Properties=species:S:1:pos:R:3:forces:R:3
C 4.60781 -2.94315 -2.12275 0.27 0.18 0.06
H 4.58280 -2.11903 -2.84284 -0.01 -0.04 0.02
O 3.40846 -3.68764 -2.14377 -0.31 -0.19 -0.02
C 2.27755 -3.10402 -1.69623 -0.25 0.10 0.13
C 1.18079 -3.95141 -1.50209 0.21 0.02 -0.05
C 0.00763 -3.45891 -0.98737 -0.05 0.16 0.02
C -0.12825 -2.10384 -0.67130 0.29 -0.12 -0.17
C 0.94563 -1.25399 -0.91986 -0.37 -0.16 -0.02
C 2.13580 -1.74511 -1.42046 0.37 -0.09 -0.23
H 2.95612 -1.06334 -1.57890 0.11 0.03 -0.01
H 0.88811 -0.19908 -0.69300 0.02 0.05 0.06
C -1.35041 -1.69867 0.05489 -0.13 0.11 -0.16
O -2.11060 -2.50298 0.55865 -0.07 -0.06 -0.10
N -1.54628 -0.34512 0.19527 -0.07 0.18 -0.33
C -2.42463 0.21958 1.11353 -0.56 0.32 -0.18
C -2.95963 1.44680 0.98923 0.12 -0.64 0.35
C -2.78899 2.37284 -0.11940 0.11 0.14 -0.41
C -2.65654 1.94145 -1.43959 -0.08 -0.03 0.21
C -2.50105 2.83230 -2.49732 0.06 0.46 -0.16
C -2.47725 4.17177 -2.19448 -0.08 0.00 0.56
C -2.62764 4.62032 -0.87890 0.05 -0.26 -0.52
C -2.79173 3.75085 0.16579 0.06 0.19 -0.18
H -2.91209 4.10932 1.17442 -0.02 0.05 0.16
O -2.58308 5.98848 -0.86085 -0.05 -0.37 0.40
C -2.41566 6.38976 -2.20326 0.06 1.23 -0.43
O -2.33477 5.24659 -3.02782 0.01 -0.52 -0.09
H -3.27337 7.00793 -2.51386 0.15 -0.22 0.09
H -1.49041 6.97971 -2.29972 -0.18 -0.21 0.05
H -2.41166 2.48913 -3.51424 0.00 -0.05 -0.14
H -2.73850 0.88993 -1.66531 0.00 -0.10 0.00
H -3.54255 1.80723 1.82452 -0.05 -0.09 0.13
C -2.74258 -0.58794 2.33653 -0.01 0.13 0.23
O -3.86216 -0.66724 2.78431 -0.10 0.04 -0.06
N -1.68981 -1.21566 2.96117 -0.14 -0.27 0.52
C -0.33748 -1.12810 2.65786 0.62 0.16 0.04
C 0.25611 0.11379 2.41547 0.00 -0.11 0.16
C 1.58721 0.19282 2.07150 0.12 -0.16 -0.02
C 2.35263 -0.96753 1.95291 -0.29 0.01 0.20
C 1.77251 -2.20329 2.23971 0.33 0.27 -0.01
C 0.44791 -2.28200 2.60824 -0.22 0.17 0.03
H -0.00541 -3.23869 2.81808 -0.07 -0.12 -0.04
H 2.37703 -3.09298 2.15473 0.04 -0.10 -0.03
C 3.75013 -0.91730 1.49550 0.43 -0.34 -0.20
O 4.40532 -1.87470 1.15593 -0.04 -0.03 0.11
O 4.25713 0.32790 1.45555 -0.02 0.52 0.07
H 5.18028 0.29590 1.16028 -0.18 -0.27 0.01
H 2.04372 1.15170 1.88182 0.01 0.09 -0.01
H -0.33957 1.01037 2.49833 -0.04 0.07 0.03
H -1.97599 -1.98861 3.54956 -0.05 0.14 -0.13
H -1.06792 0.29579 -0.42153 0.07 -0.14 0.09
H -0.82912 -4.11276 -0.79458 -0.05 -0.07 0.03
H 1.29487 -4.99724 -1.73846 0.01 -0.13 -0.02
H 4.80811 -2.55902 -1.11844 -0.01 0.00 -0.08
H 5.39147 -3.64293 -2.40743 -0.03 0.08 0.00
```
Positions in Å, forces in eV/Å.

Table of Löwdin atomic charges, one value per atom, all in e: C -0.070; H 0.095; O -0.066; C -0.266; C 0.017; C -0.003; C -0.143; C -0.026; C -0.010; H 0.111; H 0.111; C -0.423; O 0.096; N 0.133; C -0.168; C 0.026; C -0.209; C -0.039; C 0.019; C -0.202; C -0.194; C 0.060; H 0.129; O 0.039; C -0.156; O 0.039; H 0.141; H 0.140; H 0.121; H 0.116; H 0.128; C -0.426; O 0.105; N 0.145; C -0.244; C -0.005; C -0.009; C -0.157; C 0.004; C 0.004; H 0.125; H 0.128; C -0.493; O 0.092; O 0.106; H 0.133; H 0.120; H 0.122; H 0.164; H 0.128; H 0.122; H 0.121; H 0.076; H 0.096

2.
Density functional theory data (ωB97M-V with the def2-TZVPD basis set) for a molecular structure, C25H21BBr63F7IO2.

Properties
- Highest occupied orbital energy: -0.1934 Eh
- Spin multiplicity: 1
- Total charge: -1
- Maximum force: 1.59 eV/Å
- E: -164300.0720 Ha

Geometry as XYZ:
```
120
Properties=species:S:1:pos:R:3:forces:R:3
O -2.88909 -1.31856 -3.71646 0.54 0.28 -0.04
C -2.25825 -1.85806 -2.77871 -1.00 -0.03 -0.39
O -2.68522 -2.77273 -2.03679 0.11 -0.43 0.54
B -0.79482 -1.32353 -2.43936 0.04 -0.34 0.49
I 0.23428 -2.49399 -0.98279 0.03 1.17 -0.50
C -0.11281 -0.00778 -3.09292 -1.15 -0.98 0.49
F 1.24161 -0.03454 -3.04608 0.48 0.41 0.35
F -0.43507 -0.01461 -4.39933 0.06 0.11 -0.74
C -0.71864 1.31147 -2.52129 1.35 0.44 -0.35
F -0.70310 2.23460 -3.49949 -0.06 0.45 -0.32
F -1.98022 1.14298 -2.16846 -0.52 -0.48 0.33
C 0.05248 1.97171 -1.31558 -1.27 -0.02 0.26
F 0.77700 3.01044 -1.70274 0.77 0.05 -0.25
F 0.78468 1.12174 -0.62048 0.49 -0.27 -0.02
F -0.86232 2.47037 -0.47252 -0.26 0.12 0.36
C 3.40042 1.77481 -5.67635 -0.14 -0.09 0.10
Br 5.24900 2.31665 -5.55236 0.05 0.04 -0.02
Br 2.32822 2.51950 -4.27416 0.14 0.08 -0.44
Br 2.66454 2.15263 -7.41610 0.04 0.02 0.02
H 3.38452 0.70143 -5.55129 0.03 -0.03 -0.03
C -1.01191 2.38100 3.43450 -0.09 -0.03 0.02
Br -2.90577 2.08169 3.29676 0.00 0.30 0.15
Br -0.59670 4.14566 4.09256 -0.03 -0.03 0.00
Br -0.15801 1.01319 4.48248 -0.02 0.09 -0.02
H -0.61403 2.31578 2.43550 0.07 0.01 -0.13
C -1.32351 -5.89160 1.66667 -0.14 0.06 -0.27
Br -2.63996 -6.84013 2.71914 0.02 0.02 0.05
Br -2.13139 -4.82935 0.28579 -0.09 -0.07 0.14
Br -0.15185 -4.85207 2.80156 -0.03 0.02 0.00
H -0.70988 -6.63803 1.18215 0.05 -0.02 0.05
C 5.52716 5.83961 -3.15947 -0.12 -0.15 0.02
Br 4.07141 4.86670 -2.37454 0.17 0.22 0.14
Br 5.17131 6.25895 -5.00306 -0.02 0.18 0.19
Br 5.97479 7.41420 -2.14051 0.35 -0.42 0.17
H 6.39171 5.19305 -3.14127 0.04 0.01 0.01
C 2.38324 -6.67906 -1.20677 0.07 0.00 0.13
Br 3.25046 -6.54390 -2.91850 0.00 -0.01 -0.04
Br 2.22324 -4.96877 -0.33942 0.38 -0.62 -0.01
Br 0.68017 -7.56415 -1.35380 -0.05 0.02 0.00
H 3.01057 -7.29940 -0.58433 0.00 -0.05 0.00
C -3.10812 -2.46384 3.14850 -0.02 0.00 -0.19
Br -2.25968 -1.15652 2.02716 0.04 -0.32 -0.03
Br -2.75014 -2.16409 5.02302 0.04 0.03 -0.03
Br -4.99570 -2.56806 2.78794 0.11 0.01 0.09
H -2.68177 -3.42473 2.89489 0.02 -0.01 0.02
C -8.64473 -3.13556 0.53859 0.09 0.06 -0.06
Br -7.71426 -1.84340 -0.53296 -0.04 -0.06 0.08
Br -8.37480 -2.82978 2.42578 -0.16 -0.02 0.00
Br -10.51992 -3.21909 0.10404 0.14 -0.07 0.22
H -8.21977 -4.10197 0.31178 0.00 -0.04 0.03
C 5.90507 8.87135 1.81110 -0.06 -0.04 0.01
Br 6.90564 9.93922 0.56033 -0.05 -0.04 -0.06
Br 6.47409 9.17962 3.62387 -0.03 0.02 -0.06
Br 4.01070 9.13740 1.59785 0.09 -0.08 0.10
H 6.10975 7.83589 1.58263 0.01 -0.03 -0.01
C 3.73201 9.90321 -1.97762 -0.02 0.15 -0.03
Br 4.60987 10.13380 -3.67444 -0.21 0.28 -0.06
Br 3.47427 11.58760 -1.08111 -0.13 0.00 -0.16
Br 2.08259 8.92728 -2.15462 0.05 0.00 0.00
H 4.38624 9.30764 -1.35515 -0.09 0.07 0.01
C 1.81322 -0.98191 7.62686 -0.06 -0.02 -0.10
Br 3.70792 -0.84762 7.29084 -0.08 -0.05 0.02
Br 0.85803 -1.71667 6.13581 -0.11 0.11 0.11
Br 1.42309 -1.97899 9.22703 0.23 0.03 0.07
H 1.44580 0.02240 7.77879 0.03 0.04 0.02
C -0.52307 11.80162 -2.58821 0.00 -0.01 0.01
Br -1.84169 10.66523 -1.76755 0.06 0.04 -0.04
Br -0.91333 12.11924 -4.44602 0.00 0.00 0.06
Br -0.30185 13.44944 -1.61703 -0.01 -0.03 -0.02
H 0.42108 11.27672 -2.54574 0.03 -0.01 0.02
C 6.25441 14.05481 1.68032 -0.03 -0.11 -0.04
Br 4.47563 13.67359 2.31277 0.02 -0.02 -0.04
Br 7.57339 13.07703 2.67890 0.03 0.08 0.07
Br 6.42163 13.71622 -0.20620 0.04 0.11 0.01
H 6.43253 15.10762 1.83597 0.02 0.02 0.02
C 4.00496 -3.33803 3.84332 -0.03 -0.04 0.00
Br 2.91494 -4.34575 5.07844 0.21 -0.08 -0.19
Br 4.81013 -4.48919 2.52514 -0.01 0.03 0.04
Br 3.03743 -1.89240 3.01742 -0.02 -0.14 0.01
H 4.81187 -2.90306 4.41361 -0.02 0.03 0.05
C -3.80618 -2.55415 8.74174 0.05 0.06 -0.14
Br -4.25081 -3.43271 10.39978 -0.05 0.03 0.04
Br -4.88909 -0.99161 8.45285 0.04 -0.06 0.04
Br -1.92651 -2.15623 8.64193 -0.21 -0.06 0.07
H -4.02867 -3.24846 7.94426 -0.02 -0.03 -0.02
C 7.16624 -1.49613 -5.60826 -0.05 0.05 0.00
Br 5.39203 -1.61247 -4.88074 -0.02 -0.08 0.02
Br 8.39044 -2.66064 -4.68458 -0.04 0.01 -0.03
Br 7.17796 -1.81253 -7.50766 0.00 0.00 0.04
H 7.50828 -0.48380 -5.45233 0.00 0.03 -0.01
C -2.56517 -6.85522 11.27956 0.01 -0.01 -0.04
Br -0.65773 -6.73860 11.05351 -0.05 -0.01 0.01
Br -3.42739 -7.52684 9.69764 0.03 0.01 0.04
Br -3.03795 -7.88188 12.83981 0.02 0.01 -0.04
H -2.92794 -5.85024 11.43568 0.00 0.03 -0.01
C -11.98613 -4.06138 3.81180 0.04 0.02 -0.05
Br -11.03632 -4.91370 5.25164 -0.04 0.03 -0.04
Br -12.90912 -5.34271 2.71116 0.00 0.02 0.03
Br -13.17569 -2.69049 4.45374 0.03 -0.05 -0.01
H -11.24876 -3.57769 3.18484 0.01 0.00 -0.02
C 4.14706 5.11410 -9.94048 -0.04 0.03 0.03
Br 5.11232 6.11761 -11.27318 -0.03 -0.02 0.03
Br 4.76615 5.50720 -8.16276 0.00 -0.07 -0.20
Br 2.24568 5.36120 -10.09917 0.06 0.00 0.01
H 4.34842 4.06865 -10.12093 0.01 -0.03 0.00
C 0.67445 -12.04838 -1.89743 0.01 0.06 0.04
Br 2.43830 -11.28477 -1.77358 -0.06 0.00 -0.02
Br -0.49896 -11.38497 -0.52044 0.07 0.00 -0.08
Br -0.08033 -11.80695 -3.65185 0.02 0.03 0.04
H 0.77883 -13.11047 -1.73823 0.00 -0.03 -0.01
C -14.05084 -2.36934 -2.49388 0.06 -0.01 -0.02
Br -12.15997 -2.10148 -2.69844 -0.20 0.06 -0.22
Br -14.84870 -3.11913 -4.07913 0.02 0.00 0.06
Br -14.43760 -3.42818 -0.92973 0.03 0.01 -0.02
H -14.49863 -1.39950 -2.34012 -0.03 0.02 0.01
C 4.83840 -9.02586 -6.28850 -0.07 0.02 0.06
Br 3.14679 -9.92097 -6.08416 0.05 0.03 0.04
Br 4.61719 -7.12148 -6.45133 0.01 -0.02 0.02
Br 6.05365 -9.47665 -4.86327 -0.03 0.01 -0.02
H 5.28057 -9.37730 -7.20798 0.02 -0.01 -0.02
```
Positions in Å, forces in eV/Å.

Here are the Löwdin charges for atoms 1 to 99, given in e: O -0.038; C -0.745; O -0.164; B -0.531; I 0.936; C -0.459; F 0.013; F 0.112; C -0.379; F 0.106; F 0.185; C -0.550; F 0.126; F 0.171; F 0.155; C -1.586; Br 0.537; Br 0.685; Br 0.582; H -0.059; C -1.627; Br 0.564; Br 0.564; Br 0.528; H -0.045; C -1.603; Br 0.560; Br 0.613; Br 0.546; H -0.080; C -1.584; Br 0.584; Br 0.535; Br 0.596; H -0.026; C -1.600; Br 0.565; Br 0.469; Br 0.588; H -0.029; C -1.609; Br 0.556; Br 0.538; Br 0.553; H -0.111; C -1.604; Br 0.619; Br 0.553; Br 0.538; H -0.022; C -1.603; Br 0.551; Br 0.578; Br 0.600; H -0.029; C -1.671; Br 0.559; Br 0.523; Br 0.612; H -0.160; C -1.593; Br 0.580; Br 0.471; Br 0.557; H -0.023; C -1.661; Br 0.567; Br 0.569; Br 0.550; H -0.107; C -1.623; Br 0.568; Br 0.553; Br 0.543; H -0.032; C -1.612; Br 0.530; Br 0.562; Br 0.562; H -0.037; C -1.633; Br 0.591; Br 0.582; Br 0.527; H -0.037; C -1.653; Br 0.591; Br 0.568; Br 0.564; H -0.043; C -1.664; Br 0.568; Br 0.563; Br 0.562; H -0.094; C -1.657; Br 0.564; Br 0.546; Br 0.566